[1]
This record from the OMol25 dataset describes one molecule with the formula C4H6N2O at a distorted geometry. The level of theory is the ωB97M-V functional and the def2-TZVPD basis.

Values from the calculation:
- energy relative to the best compared isomer or geometry (same formula, charge and spin) (eV) = 1.182
- LUMO level (eV) = 0.85
- Kohn-Sham gap (eV) = 8.168
- E_tot (eV) = -9272.3195
- molecular weight (g mol⁻¹) = 98.10
- max |F| (eV/Å) = 1.4
- SMILES = Nc1c[nH]c(O)c1
- highest occupied orbital energy (eV) = -7.315

Last column: Löwdin charge in e.
Atoms and positions in Å:
N1 -2.138 0.683 -0.428  0.068
C1 -0.859 0.143 -0.189  -0.372
C2 -0.461 -1.151 -0.345  -0.084
N2 0.902 -1.202 -0.059  0.078
C3 1.346 0.031 0.266  -0.392
O1 2.655 0.188 0.573  0.078
C4 0.276 0.888 0.224  -0.015
H1 -2.840 -0.033 -0.272  0.079
H2 -2.373 1.449 0.198  0.080
H3 -1.011 -2.031 -0.630  0.103
H4 1.480 -2.022 -0.070  0.154
H5 2.799 1.124 0.764  0.116
H6 0.225 1.934 -0.033  0.107

[2]
This record from the OMol25 dataset describes one molecule with the formula C4H6N2O at a distorted geometry. The level of theory is the ωB97M-V functional and the def2-TZVPD basis.

Values from the calculation:
- energy relative to the best compared isomer or geometry (same formula, charge and spin) (eV) = 3.890
- LUMO level (eV) = 0.90
- Kohn-Sham gap (eV) = 9.816
- E_tot (eV) = -9269.6122
- molecular weight (g mol⁻¹) = 98.11
- max |F| (eV/Å) = 3.5
- SMILES = N[C@@H]1[C@H]2C=NO[C@@H]12
- highest occupied orbital energy (eV) = -8.920

Last column: Löwdin charge in e.
Atoms and positions in Å:
C1 0.650 -0.220 -0.553  -0.300
C2 -0.271 -0.811 0.407  -0.271
C3 -1.618 0.856 -0.133  -0.119
C4 -0.279 0.663 0.288  -0.157
H1 2.479 -0.996 -0.196  0.064
H2 2.227 0.587 0.522  0.130
H3 0.326 -0.293 -1.582  0.151
H4 0.115 -1.348 1.306  0.171
H5 -2.118 1.809 -0.226  0.117
H6 0.263 1.341 0.934  0.139
N1 2.043 -0.105 -0.311  0.043
N2 -2.336 -0.209 -0.390  0.112
O1 -1.480 -1.275 -0.067  -0.080

[3]
This record from the OMol25 dataset describes C4H6N2O as an isolated structure. The level of theory is the ωB97M-V functional and the def2-TZVPD basis.

Values from the calculation:
- energy relative to the best compared isomer or geometry (same formula, charge and spin) (eV) = 5.532
- LUMO level (eV) = 0.65
- Kohn-Sham gap (eV) = 8.581
- E_tot (eV) = -9267.9695
- molecular weight (g mol⁻¹) = 98.10
- max |F| (eV/Å) = 0.4
- highest occupied orbital energy (eV) = -7.927

Last column: Löwdin charge in e.
Atoms and positions in Å:
N1 -1.821 -0.241 -0.290  0.165
C1 -0.519 -0.109 0.091  -0.465
C2 0.162 1.221 0.170  -0.029
C3 1.384 0.875 0.571  -0.084
C4 1.433 -0.666 0.693  -0.046
O1 0.693 -0.887 -0.997  -0.142
N2 0.050 -0.887 1.107  -0.001
H1 -2.109 0.344 -1.063  0.109
H2 -2.165 -1.188 -0.373  0.110
H3 -0.289 2.171 -0.097  0.106
H4 2.235 1.518 0.769  0.093
H5 1.139 -0.279 -1.610  0.072
H6 -0.193 -1.872 1.029  0.112

[4]
This record from the OMol25 dataset describes one molecule with the formula C4H6N2O at a distorted geometry. The level of theory is the ωB97M-V functional and the def2-TZVPD basis.

Values from the calculation:
- energy relative to the best compared isomer or geometry (same formula, charge and spin) (eV) = 4.797
- LUMO level (alpha / beta) (eV) = 0.02 / 0.02
- Kohn-Sham gap (alpha / beta) (eV) = 8.930 / 8.931
- E_tot (eV) = -9268.7047
- molecular weight (g mol⁻¹) = 98.10
- max |F| (eV/Å) = 2.3
- highest occupied orbital energy (alpha / beta) (eV) = -8.914 / -8.915

Last column: Löwdin charge in e.
Atoms and positions in Å:
C1 1.050 0.194 -1.905  -0.065
C2 0.672 0.113 -0.441  -0.222
O1 -0.771 -0.064 -0.350  0.004
C3 -1.261 -0.319 0.853  -0.293
N1 -0.610 -0.430 1.986  0.192
C4 -2.099 0.355 1.868  -0.338
N2 -2.751 1.113 2.483  0.120
H1 0.527 1.017 -2.399  0.085
H2 2.128 0.367 -1.998  0.085
H3 0.807 -0.738 -2.422  0.084
H4 0.935 1.038 0.090  0.129
H5 1.172 -0.730 0.051  0.122
H6 0.301 0.011 2.073  0.097

[5]
This record from the OMol25 dataset describes one molecule with the formula C4H6N2O at a distorted geometry. The level of theory is the ωB97M-V functional and the def2-TZVPD basis.

Values from the calculation:
- energy relative to the best compared isomer or geometry (same formula, charge and spin) (eV) = 2.492
- LUMO level (eV) = 0.81
- Kohn-Sham gap (eV) = 10.037
- E_tot (eV) = -9271.0099
- molecular weight (g mol⁻¹) = 98.10
- max |F| (eV/Å) = 1.6
- SMILES = N[C@H]1C(=O)N2C[C@@H]12
- highest occupied orbital energy (eV) = -9.228

Last column: Löwdin charge in e.
Atoms and positions in Å:
C1 1.259 0.729 -0.648  -0.082
N1 -1.818 0.078 -0.240  0.063
C2 -0.678 -0.209 0.590  -0.272
C3 0.479 0.790 0.598  -0.179
N2 1.479 -0.286 0.373  0.061
C4 0.412 -1.233 0.206  -0.403
O1 0.430 -2.383 -0.096  0.141
H1 -2.505 -0.663 -0.176  0.079
H2 -1.553 0.183 -1.213  0.074
H3 0.801 0.440 -1.585  0.116
H4 2.095 1.407 -0.748  0.111
H5 -1.028 -0.419 1.606  0.154
H6 0.628 1.565 1.331  0.136

[6]
This record from the OMol25 dataset describes one molecule with the formula C4H6N2O at a distorted geometry. The level of theory is the ωB97M-V functional and the def2-TZVPD basis.

Values from the calculation:
- energy relative to the best compared isomer or geometry (same formula, charge and spin) (eV) = 0.513
- LUMO level (eV) = 0.74
- Kohn-Sham gap (eV) = 10.406
- E_tot (eV) = -9272.9893
- molecular weight (g mol⁻¹) = 98.11
- max |F| (eV/Å) = 2.1
- SMILES = O=C1CCN=CN1
- highest occupied orbital energy (eV) = -9.668

Last column: Löwdin charge in e.
Atoms and positions in Å:
C1 -1.076 0.016 0.027  -0.485
C2 -0.296 -1.211 0.320  -0.110
C3 1.114 -1.108 -0.260  -0.243
C4 1.075 1.161 0.104  -0.214
H1 -0.792 -2.057 -0.149  0.123
H2 -0.308 -1.375 1.407  0.135
H3 1.644 -1.945 0.266  0.119
H4 1.020 -1.356 -1.350  0.132
H5 1.535 2.166 0.182  0.128
H6 -0.745 2.111 0.032  0.169
N1 1.826 0.121 -0.009  0.032
N2 -0.287 1.175 -0.028  0.110
O1 -2.254 0.029 -0.159  0.104

[7]
This record from the OMol25 dataset describes one molecule with the formula C4H6N2O. The level of theory is the ωB97M-V functional and the def2-TZVPD basis.

Values from the calculation:
- energy relative to the best compared isomer or geometry (same formula, charge and spin) (eV) = 4.334
- LUMO level (eV) = 0.61
- Kohn-Sham gap (eV) = 7.960
- E_tot (eV) = -9269.1683
- molecular weight (g mol⁻¹) = 98.10
- max |F| (eV/Å) = 0.3
- highest occupied orbital energy (eV) = -7.355

Last column: Löwdin charge in e.
Atoms and positions in Å:
O1 0.523 2.122 0.859  0.157
C1 0.326 1.022 0.161  -0.498
N1 1.213 0.020 0.233  0.106
C2 0.613 -1.148 -0.430  -0.109
C3 -0.792 -0.613 -0.752  -0.356
C4 -1.708 -0.116 0.308  -0.007
N2 -0.726 0.866 -0.629  0.025
H1 1.824 -0.058 1.033  0.153
H2 0.584 -2.002 0.256  0.120
H3 1.189 -1.422 -1.320  0.112
H4 -1.230 -0.958 -1.687  0.123
H5 -0.313 2.616 0.795  0.148
H6 -1.149 -0.193 1.270  0.026

[8]
This record from the OMol25 dataset describes one molecule with the formula C4H6N2O. The level of theory is the ωB97M-V functional and the def2-TZVPD basis.

Values from the calculation:
- energy relative to the best compared isomer or geometry (same formula, charge and spin) (eV) = 3.043
- LUMO level (eV) = 0.62
- Kohn-Sham gap (eV) = 9.152
- E_tot (eV) = -9270.4588
- molecular weight (g mol⁻¹) = 98.10
- max |F| (eV/Å) = 0.4
- SMILES = [H]/N=C/C(N)=C=CO
- highest occupied orbital energy (eV) = -8.536

Last column: Löwdin charge in e.
Atoms and positions in Å:
N1 -2.023 0.384 -0.210  0.071
C1 -0.708 -0.115 -0.118  -0.344
C2 -0.547 -1.528 -0.556  -0.205
N2 0.526 -2.175 -0.347  0.104
C3 1.390 1.371 0.325  -0.203
O1 2.154 1.521 1.450  -0.002
C4 0.337 0.605 0.235  0.037
H1 -2.726 -0.207 0.218  0.082
H2 -2.098 1.332 0.136  0.089
H3 -1.431 -1.951 -1.054  0.111
H4 0.447 -3.119 -0.726  0.047
H5 2.999 1.900 1.179  0.095
H6 1.679 1.982 -0.532  0.118